Formula: C82H186Cl12O39
Source: the Open Molecules 2025 dataset
Level of theory: ωB97M-V/def2-TZVPD

Last column: Mulliken charge in e.
CARTESIAN COORDINATES (ANGSTROEM)
C: -0.820 0.042 4.538  -0.33
O: -1.549 -1.197 4.549  2.51
C: -2.120 -1.440 5.813  -1.47
C: -3.244 -0.538 6.141  0.59
O: -2.754 0.657 6.695  -0.38
C: -3.775 1.591 6.927  0.05
C: -3.158 2.773 7.627  -0.45
O: -4.122 3.659 7.973  -0.32
C: -3.659 4.736 8.704  -0.81
H: -0.148 0.067 5.445  0.45
H: -1.481 0.903 4.587  -0.36
H: -0.201 -0.059 3.694  -0.45
H: -1.395 -1.394 6.665  0.60
H: -2.498 -2.478 5.833  -0.52
H: -4.002 -1.039 6.798  0.74
H: -3.760 -0.264 5.182  -0.82
H: -4.605 1.174 7.550  0.23
H: -4.184 1.897 5.961  -0.19
H: -2.320 3.272 7.115  0.29
H: -2.725 2.335 8.571  0.33
H: -4.516 5.435 8.892  0.27
H: -2.920 5.403 8.299  0.32
H: -3.397 4.438 9.744  0.32
C: -3.094 -8.616 7.281  -0.86
O: -3.215 -7.341 6.752  -0.19
C: -2.636 -6.348 7.505  -0.63
C: -1.189 -6.152 7.212  -0.69
O: -0.993 -5.251 6.173  0.23
C: 0.331 -4.785 6.058  -1.27
C: 0.441 -3.948 4.776  1.39
O: 1.769 -3.568 4.564  -0.50
C: 2.278 -2.494 5.312  -0.67
H: -2.074 -8.955 7.311  0.36
H: -3.564 -9.248 6.543  0.26
H: -3.550 -8.754 8.253  0.31
H: -2.655 -6.631 8.552  0.41
H: -3.125 -5.411 7.352  0.22
H: -0.617 -7.054 7.046  0.35
H: -0.779 -5.679 8.098  0.39
H: 1.060 -5.607 5.982  0.43
H: 0.601 -4.268 6.933  0.51
H: -0.210 -3.063 4.754  -1.03
H: 0.086 -4.601 3.984  0.01
H: 1.933 -2.567 6.356  0.33
H: 1.932 -1.528 4.944  0.02
H: 3.345 -2.528 5.410  0.46
C: -1.269 -3.466 -10.294  -0.80
O: -1.306 -2.681 -9.133  -0.22
C: -1.214 -3.515 -7.949  -0.74
C: -1.601 -2.676 -6.782  0.57
O: -1.294 -3.186 -5.544  -0.58
C: -1.960 -2.462 -4.474  0.82
C: -1.301 -2.775 -3.177  0.13
O: -0.006 -2.189 -3.156  -0.20
C: 0.590 -2.247 -1.882  -0.04
H: -2.045 -4.239 -10.225  0.34
H: -0.289 -3.878 -10.534  0.29
H: -1.532 -2.732 -11.039  0.24
H: -0.213 -3.876 -7.816  0.40
H: -1.908 -4.328 -7.988  0.42
H: -2.705 -2.555 -6.914  0.09
H: -1.203 -1.666 -6.903  -0.38
H: -3.026 -2.797 -4.487  0.12
H: -1.913 -1.392 -4.603  -0.60
H: -1.228 -3.862 -3.050  0.30
H: -1.972 -2.323 -2.425  -0.35
H: -0.115 -1.979 -1.089  0.07
H: 1.482 -1.671 -1.892  -0.15
H: 0.764 -3.351 -1.718  0.29
C: 3.692 -1.087 -6.941  -0.68
O: 2.963 0.078 -6.730  -0.26
C: 1.640 -0.084 -7.098  -0.37
C: 0.862 1.217 -6.976  -0.27
O: 0.908 1.718 -5.686  -0.07
C: -0.126 1.453 -4.819  0.12
C: 0.223 1.012 -3.450  1.88
O: 0.521 2.079 -2.601  -0.39
C: 1.135 1.685 -1.367  1.41
H: 3.610 -1.452 -8.013  0.33
H: 3.294 -1.902 -6.283  0.27
H: 4.745 -0.941 -6.628  0.12
H: 1.167 -0.827 -6.412  0.05
H: 1.574 -0.439 -8.141  0.59
H: -0.193 1.035 -7.268  -0.10
H: 1.330 1.977 -7.612  0.38
H: -0.815 0.682 -5.186  -0.59
H: -0.794 2.335 -4.772  -0.21
H: 1.002 0.244 -3.495  -0.55
H: -0.606 0.445 -2.960  -0.83
H: 0.461 1.254 -0.640  0.17
H: 1.613 2.550 -0.971  -0.63
H: 1.898 0.901 -1.454  -0.51
C: 13.497 -3.106 -5.122  -0.72
O: 12.902 -3.380 -3.891  -0.37
C: 12.355 -2.209 -3.295  -0.56
C: 10.820 -2.129 -3.461  -0.37
O: 10.405 -0.903 -2.982  -0.24
C: 9.010 -0.634 -3.133  -1.07
C: 8.563 0.707 -2.616  0.39
O: 8.706 0.884 -1.226  0.09
C: 7.889 0.102 -0.428  -0.29
H: 12.873 -2.480 -5.746  0.33
H: 13.737 -4.023 -5.689  0.25
H: 14.418 -2.540 -4.971  0.30
H: 12.825 -1.310 -3.690  0.38
H: 12.536 -2.255 -2.215  0.27
H: 10.376 -3.016 -2.929  0.26
H: 10.551 -2.231 -4.524  0.27
H: 8.482 -1.426 -2.592  0.26
H: 8.716 -0.667 -4.178  0.57
H: 7.523 0.858 -2.881  -0.31
H: 9.064 1.525 -3.134  0.42
H: 6.825 0.419 -0.534  -0.10
H: 8.167 0.237 0.597  -0.16
H: 7.966 -0.945 -0.660  0.48
C: 6.366 0.950 3.321  -0.41
O: 7.635 1.160 2.782  0.13
C: 8.633 1.264 3.720  -0.62
C: 9.952 1.718 3.047  -0.50
O: 9.920 3.027 2.592  -0.50
C: 9.157 3.127 1.371  0.76
C: 9.607 4.246 0.500  -0.68
O: 10.972 4.200 0.113  -0.49
C: 11.178 3.237 -0.953  -0.60
H: 6.164 1.777 4.028  0.41
H: 6.324 -0.032 3.802  0.39
H: 5.713 0.931 2.458  -0.41
H: 8.824 0.295 4.213  0.38
H: 8.450 1.997 4.574  0.34
H: 10.361 1.097 2.261  0.26
H: 10.696 1.643 3.813  0.46
H: 8.098 3.334 1.575  -0.01
H: 9.217 2.189 0.851  -0.21
H: 9.482 5.158 1.095  0.43
H: 8.962 4.356 -0.357  0.24
H: 12.152 3.464 -1.408  0.36
H: 10.452 3.282 -1.735  0.22
H: 11.215 2.185 -0.595  0.20
C: -5.385 1.612 -0.586  0.21
O: -6.675 1.113 -0.662  -0.63
C: -7.021 0.512 0.573  1.48
C: -8.220 -0.321 0.401  -1.59
O: -7.970 -1.582 -0.317  0.22
C: -9.115 -2.071 -0.904  -0.74
C: -9.814 -3.116 0.019  -0.52
O: -10.188 -2.374 1.131  -0.24
C: -10.953 -3.207 1.987  -0.97
H: -4.634 0.825 -0.449  -0.37
H: -5.182 2.260 0.265  -0.04
H: -5.211 2.222 -1.470  0.60
H: -7.139 1.330 1.257  -0.02
H: -6.213 -0.091 0.957  -0.97
H: -8.928 0.231 -0.201  0.74
H: -8.682 -0.526 1.342  0.36
H: -8.816 -2.518 -1.878  0.28
H: -9.777 -1.231 -1.070  0.40
H: -9.109 -3.954 0.259  0.13
H: -10.715 -3.549 -0.503  0.54
H: -10.468 -4.130 2.271  0.36
H: -11.880 -3.457 1.484  0.37
H: -11.219 -2.699 2.923  0.27
C: -2.449 7.903 -0.455  -0.63
O: -1.305 7.479 -1.234  -0.49
C: -0.385 6.716 -0.501  -1.00
C: -0.415 5.279 -0.931  0.08
O: -1.666 4.787 -0.450  0.32
C: -2.006 3.504 -0.939  1.50
C: -2.446 3.554 -2.391  0.04
O: -3.676 4.196 -2.519  -0.21
C: -3.689 5.468 -3.149  -0.69
H: -2.950 7.021 -0.005  0.16
H: -3.156 8.444 -1.141  0.24
H: -2.119 8.550 0.352  0.40
H: -0.650 6.790 0.583  0.29
H: 0.610 7.180 -0.563  0.38
H: 0.400 4.706 -0.442  -0.24
H: -0.285 5.289 -2.004  0.39
H: -2.801 3.160 -0.257  -0.20
H: -1.158 2.798 -0.859  -1.03
H: -2.556 2.535 -2.746  -0.93
H: -1.665 4.004 -2.989  0.81
H: -3.462 5.456 -4.243  0.26
H: -3.042 6.201 -2.653  0.18
H: -4.746 5.811 -3.065  0.23
C: 2.499 1.360 5.858  -1.13
O: 2.049 1.378 4.495  0.30
C: 2.305 2.628 3.853  -0.78
C: 1.286 2.676 2.742  0.38
O: 0.139 3.189 3.341  -0.39
C: -0.772 3.573 2.343  0.79
C: -1.952 4.122 3.147  -0.15
O: -1.711 5.432 3.493  -0.51
C: -2.670 5.937 4.312  -0.43
H: 3.578 1.448 5.965  0.21
H: 2.158 0.476 6.330  0.27
H: 2.095 2.122 6.501  0.41
H: 3.340 2.563 3.464  -0.13
H: 2.087 3.501 4.499  0.50
H: 1.081 1.675 2.371  -0.25
H: 1.750 3.303 1.953  0.34
H: -1.120 2.678 1.805  -0.15
H: -0.467 4.289 1.554  -0.12
H: -2.083 3.516 4.062  -0.25
H: -2.846 4.134 2.559  0.51
H: -2.439 6.946 4.649  0.37
H: -2.785 5.360 5.262  0.07
H: -3.666 6.029 3.852  0.15
C: -3.125 0.693 -7.341  -1.11
O: -3.213 0.184 -6.024  0.23
C: -3.785 1.129 -5.162  -1.47
C: -3.873 0.586 -3.791  1.70
O: -4.619 -0.612 -3.908  -0.56
C: -5.135 -1.036 -2.707  1.11
C: -5.959 -2.275 -3.032  -1.25
O: -5.146 -3.283 -3.589  0.14
C: -5.905 -4.377 -3.845  -0.89
H: -2.401 1.460 -7.310  0.44
H: -4.100 1.081 -7.601  0.34
H: -2.930 -0.159 -7.977  0.13
H: -4.789 1.438 -5.496  0.62
H: -3.215 2.078 -5.130  0.35
H: -4.408 1.316 -3.164  0.11
H: -2.906 0.328 -3.345  -0.56
H: -5.741 -0.306 -2.141  0.01
H: -4.349 -1.388 -2.012  -0.59
H: -6.764 -2.094 -3.768  0.68
H: -6.444 -2.594 -2.104  0.05
H: -5.281 -5.131 -4.347  0.24
H: -6.777 -4.139 -4.444  0.35
H: -6.237 -4.893 -2.944  0.17
C: -2.908 -6.596 3.328  -0.85
O: -3.079 -5.302 2.865  -0.48
C: -3.355 -4.296 3.861  -0.54
C: -4.209 -3.197 3.275  2.32
O: -5.522 -3.755 3.152  -0.73
C: -6.562 -2.931 2.575  0.10
C: -7.082 -1.923 3.520  -1.29
O: -6.136 -0.876 3.739  0.46
C: -6.518 -0.015 4.757  -0.65
H: -2.851 -7.232 2.455  0.35
H: -3.757 -6.934 3.961  0.34
H: -1.959 -6.807 3.882  0.09
H: -2.353 -3.920 4.104  -1.03
H: -3.804 -4.690 4.787  0.28
H: -3.848 -2.837 2.298  -0.68
H: -4.132 -2.389 4.013  -0.23
H: -7.399 -3.606 2.313  0.15
H: -6.203 -2.524 1.657  -0.02
H: -7.320 -2.376 4.493  0.64
H: -8.028 -1.550 3.075  0.37
H: -7.494 0.406 4.511  0.31
H: -5.799 0.810 4.860  -0.22
H: -6.619 -0.547 5.714  0.38
C: 3.714 0.195 0.675  0.84
O: 2.568 -0.561 0.687  -0.35
C: 2.115 -1.108 1.858  -0.33
C: 0.750 -1.689 1.636  0.85
O: -0.179 -0.655 1.384  1.13
C: -1.451 -1.270 1.217  -0.13
C: -2.433 -0.305 0.635  -0.05
O: -2.623 0.872 1.325  0.74
C: -3.470 0.726 2.473  1.86
H: 3.905 0.544 -0.334  -0.89
H: 4.644 -0.390 0.877  0.53
H: 3.683 1.063 1.382  -0.25
H: 2.070 -0.339 2.657  -0.69
H: 2.765 -1.946 2.200  0.52
H: 0.507 -2.272 2.549  -0.65
H: 0.692 -2.492 0.869  -0.31
H: -1.751 -1.597 2.233  -1.17
H: -1.365 -2.113 0.532  0.63
H: -3.331 -0.909 0.531  -0.07
H: -2.194 -0.035 -0.386  -0.22
H: -3.277 1.624 3.045  -0.61
H: -3.164 -0.151 3.078  -0.70
H: -4.489 0.578 2.152  -0.64
C: 5.933 6.077 -7.178  -0.63
O: 5.804 6.260 -5.742  -0.41
C: 6.032 5.057 -5.051  -0.12
C: 4.837 4.119 -5.144  -0.23
O: 5.069 2.978 -4.342  -0.15
C: 3.947 2.093 -4.280  -0.94
C: 4.196 0.785 -3.501  2.10
O: 5.160 -0.019 -4.144  -0.53
C: 5.278 -1.250 -3.450  -0.51
H: 5.238 6.771 -7.644  0.26
H: 5.632 5.047 -7.497  0.30
H: 7.006 6.239 -7.478  0.25
H: 6.128 5.313 -3.986  0.03
H: 6.979 4.558 -5.371  0.30
H: 4.597 3.794 -6.172  0.18
H: 3.884 4.596 -4.779  0.19
H: 3.698 1.852 -5.308  0.44
H: 3.077 2.533 -3.833  0.24
H: 3.231 0.249 -3.412  -0.46
H: 4.515 0.928 -2.465  -0.80
H: 5.868 -1.861 -4.114  0.32
H: 4.325 -1.777 -3.340  0.26
H: 5.786 -1.136 -2.489  -0.01
C: 0.117 -6.582 -0.040  0.00
Cl: -0.288 -4.951 0.640  0.10
Cl: 1.550 -7.206 0.794  -0.16
Cl: 0.415 -6.687 -1.764  -0.12
H: -0.752 -7.218 0.148  0.19
C: -6.811 4.585 2.268  -0.35
Cl: -5.891 3.168 2.863  0.02
Cl: -8.125 3.983 1.241  -0.11
Cl: -5.828 5.680 1.297  -0.06
H: -7.226 5.156 3.105  0.45
C: -4.376 -5.147 0.119  2.82
Cl: -6.136 -5.400 0.168  -0.11
Cl: -4.062 -3.533 -0.539  -0.12
Cl: -3.515 -6.335 -0.847  -0.16
H: -3.939 -5.184 1.153  -1.94
C: 5.391 4.032 -0.299  -0.59
Cl: 5.249 3.808 1.458  -0.16
Cl: 3.828 3.741 -1.080  0.03
Cl: 6.591 2.945 -1.035  -0.07
H: 5.711 5.056 -0.505  0.61

Calculated values
E_HOMO: -9.1 eV
2S+1: 1
DFT total energy: -318149.0352 eV
frontier orbital gap: 9.355 eV
energy relative to the best compared isomer or geometry (same formula, charge and spin): 0.00 kcal per mole
total charge: 0